Record 1
Here is 2 unconnected molecules or ions with the total composition C2H8NOPS at a distorted geometry from OMol25. Energies are from ωB97M-V with the def2-TZVPD basis set.

```
14
Properties=species:S:1:pos:R:3:nbo_charge:R:1
C 1.253 -0.935 -0.406 -0.73
C -0.076 -0.789 0.151 -0.34
N -1.935 -0.399 -1.365 -1.04
O -0.404 1.543 -1.009 -0.98
P 1.116 1.693 2.026 0.10
S -1.169 0.523 -0.225 1.38
H 1.599 0.137 -0.713 0.26
H 1.364 -1.764 -1.059 0.23
H 1.901 -1.040 0.410 0.24
H -0.508 -1.690 0.695 0.21
H -2.716 0.064 -1.718 0.39
H -1.315 -0.838 -2.007 0.39
H 1.005 1.255 3.414 -0.05
H -0.116 2.241 1.806 -0.05
```

Computed properties:
Kohn-Sham gap (spin up / spin down) in eV: 7.44 / 8.39
Multiplicity: 1
Highest occupied orbital energy (spin up / spin down) in eV: -8.56 / -8.78
LUMO (spin up / spin down) in eV: -1.120 / -0.393

Record 2
Here is a single C2H8NOPS molecule at a distorted geometry from OMol25. Energies are from ωB97M-V with the def2-TZVPD basis set.

```
14
Properties=species:S:1:pos:R:3:nbo_charge:R:1
C 1.846 -1.360 0.300 -0.94
P 0.745 0.095 0.619 0.82
N 1.502 1.282 -0.416 -1.15
S -0.715 -0.720 -0.688 -0.18
C -2.138 0.429 -0.220 -0.15
O -3.016 -0.140 0.635 -0.69
H 1.206 -2.145 0.479 0.24
H 2.342 -1.197 -0.568 0.23
H 2.713 -1.405 1.002 0.22
H 0.931 2.082 -0.259 0.37
H 2.478 1.345 -0.138 0.38
H -2.346 0.880 -1.210 0.19
H -1.721 1.227 0.251 0.17
H -3.825 -0.372 0.213 0.48
```

Computed properties:
Kohn-Sham gap in eV: 9.01
Multiplicity: 1
Highest occupied orbital energy in eV: -8.27
LUMO in eV: 0.739

Record 3
Here is 2 unconnected molecules or ions with the total composition C2H8NOS at a distorted geometry from OMol25. Energies are from ωB97M-V with the def2-TZVPD basis set.

```
13
Properties=species:S:1:pos:R:3:nbo_charge:R:1
C -1.545 1.394 1.344 -0.73
S -0.163 1.386 0.151 -0.69
H -2.385 0.862 0.878 0.18
H -1.226 0.817 2.227 0.18
H -1.889 2.382 1.605 0.18
N 0.594 -0.987 -1.782 -0.87
C 1.115 -1.651 -0.603 0.09
O 0.353 -1.512 0.606 -0.82
H -0.384 -1.223 -1.891 0.35
H 0.620 0.019 -1.618 0.39
H 1.183 -2.718 -0.745 0.14
H 2.125 -1.239 -0.349 0.14
H 0.164 -0.533 0.654 0.47
```

Computed properties:
Charge: -1
Kohn-Sham gap in eV: 7.08
Multiplicity: 1
Highest occupied orbital energy in eV: -2.75
LUMO in eV: 4.331

Summary of ΔE to the lowest compared entry with this formula, charge and spin in kcal/mol
166.82; 74.40; 11.42
(order as listed above)